Formula: C54H40N12S2Y
Source: OMol25
Level of theory: ωB97M-V/def2-TZVPD

XYZ file:
```
109
Properties=species:S:1:pos:R:3:mulliken_charge:R:1
Y 0.6943 0.2204 -1.2486 -0.1916
C 6.3953 -2.3930 -2.7118 -0.7113
C 5.8758 -3.5652 -2.1704 -0.6195
C 4.5147 -3.7305 -1.9707 -0.1406
C 3.6784 -2.6898 -2.3347 0.1522
C 2.2463 -2.4577 -2.1954 0.3610
N 1.9408 -1.2115 -2.6401 -0.4041
C 3.0710 -0.6308 -3.1239 0.0968
N 3.1465 0.5052 -3.7892 -0.3781
C 2.1190 1.3158 -3.9597 -0.4522
C 2.1887 2.5038 -4.7975 0.4727
C 3.2015 3.0576 -5.5564 -0.0064
C 2.9355 4.2465 -6.2133 -0.6887
C 1.6860 4.8527 -6.1326 -0.6294
C 0.6620 4.2958 -5.3832 -0.1931
C 0.9317 3.1247 -4.6970 0.3298
C 0.1555 2.3015 -3.7791 -0.1341
N -1.0724 2.6034 -3.4183 -0.5162
C -1.8140 1.8668 -2.6084 -0.0845
N -1.4689 0.7132 -1.9762 0.1919
C -2.5923 0.1376 -1.4715 -0.0714
N -2.7291 -1.1020 -1.0312 -0.3458
C -1.7797 -2.0171 -1.1033 -0.3780
N -0.4745 -1.8536 -1.4466 -0.1642
C 0.1180 -3.0746 -1.5016 -0.6145
N 1.3870 -3.3522 -1.7495 -0.4077
C -0.8459 -4.1019 -1.1585 0.2941
C -0.7703 -5.4834 -1.1060 0.0776
C -1.9084 -6.1820 -0.7517 -0.8672
C -3.1000 -5.5178 -0.4693 -0.4478
C -3.1938 -4.1396 -0.5502 -0.0641
C -2.0538 -3.4294 -0.8915 0.5762
C -3.7283 1.0198 -1.6850 0.2667
C -5.0781 0.9350 -1.3785 -0.3506
C -5.9017 1.9685 -1.7883 -0.6246
C -5.4077 3.0545 -2.5089 -0.7089
C -4.0674 3.1408 -2.8338 -0.2262
C -3.2295 2.1217 -2.4103 0.3251
N 0.8987 1.2350 -3.3750 -0.1856
C 4.2072 -1.5118 -2.9012 0.3466
C 5.5682 -1.3463 -3.0831 -0.2011
H 7.4647 -2.2934 -2.8323 0.3963
H 6.5573 -4.3480 -1.8664 0.3739
H 4.1223 -4.6359 -1.5317 0.5365
H 4.1657 2.5813 -5.6234 0.5239
H 3.7216 4.7214 -6.7820 0.3810
H 1.5204 5.7817 -6.6601 0.3908
H -0.3113 4.7567 -5.3070 0.5509
H 0.1474 -5.9947 -1.3443 0.5896
H -1.8819 -7.2610 -0.6940 0.3935
H -3.9670 -6.1028 -0.1959 0.4209
H -4.1230 -3.6190 -0.3718 0.5840
H -5.4692 0.0793 -0.8481 0.5820
H -6.9546 1.9451 -1.5474 0.3972
H -6.0912 3.8296 -2.8276 0.3930
H -3.6710 3.9672 -3.4022 0.5712
H 5.9632 -0.4189 -3.4689 0.5788
C -2.6187 -2.6119 5.0690 -1.8694
C -2.3602 -3.3525 3.7490 2.3784
C -3.6643 -3.4362 2.9429 -1.3740
C -1.8631 -4.7610 4.0883 -2.1139
C -1.3635 -2.6022 2.8894 1.0455
C -0.3863 -3.2339 2.1264 -1.1274
C 0.4465 -2.4765 1.3204 -1.1079
N 0.3476 -1.1614 1.1940 0.4480
C -0.5335 -0.5402 1.9765 0.4392
C -1.4042 -1.2151 2.8207 -1.1053
C -0.4449 0.9286 2.0176 -1.5156
C -0.3036 1.5236 3.2640 -0.3845
C -0.0825 2.8914 3.3649 0.6798
C -0.1156 3.6012 2.1692 -1.0155
C -0.3279 2.9312 0.9727 -1.1472
N -0.4438 1.6084 0.8734 0.5596
C 0.0462 3.5368 4.7315 2.0628
C 0.7230 4.9074 4.6645 -1.9549
C -1.3866 3.6983 5.2660 -1.6452
C 0.8527 2.6520 5.6932 -1.8243
H -3.2269 -3.2273 5.7285 0.4628
H -3.1502 -1.6779 4.9131 0.3426
H -1.6807 -2.3975 5.5753 0.4059
H -4.4365 -3.9245 3.5351 0.4998
H -3.5028 -3.9970 2.0239 0.0528
H -4.0126 -2.4414 2.6688 0.3238
H -2.5551 -5.2429 4.7760 0.4664
H -0.8859 -4.7129 4.5656 0.4369
H -1.7941 -5.3801 3.1985 0.3430
H -0.2476 -4.3022 2.1434 0.4115
H 1.2329 -2.9541 0.7502 0.6847
H -2.1086 -0.6401 3.4031 0.6360
H -0.3188 0.8854 4.1335 0.5643
H 0.0233 4.6677 2.1393 0.3547
H -0.4453 3.4835 0.0527 0.7577
H 0.0973 5.6274 4.1452 0.3619
H 1.6808 4.8452 4.1528 0.4279
H 0.8954 5.2772 5.6741 0.4423
H -1.9779 4.3039 4.5821 0.3696
H -1.3759 4.1774 6.2429 0.4484
H -1.8660 2.7261 5.3595 0.3336
H 1.8297 2.4163 5.2750 0.4031
H 0.3376 1.7204 5.9137 0.3758
H 0.9971 3.1755 6.6372 0.4672
S 1.8151 2.7990 -0.9832 -0.3783
C 3.5015 2.4232 -1.0974 0.5413
C 4.2865 3.4008 -1.7201 -0.1381
N 4.8774 4.2382 -2.2471 -0.6812
C 4.0655 1.2688 -0.5995 0.8708
S 3.1656 -0.0324 0.1094 -0.5000
C 5.4594 1.1412 -0.5692 -0.1929
N 6.6030 1.0468 -0.4711 -0.6697
```

Its spin multiplicity is 1. The calculation puts the gap between HOMO and LUMO (spin up / spin down) at 4.89 / 4.90 eV. As for the charge: -1. For the LUMO energy (spin up / spin down), the calculation gives 0.9045 / 0.9107 eV. The value obtained for the HOMO energy (spin up / spin down) is -4.0 / -4.0 eV.

Formula: C54H42BiIP3Si
Source: OMol25
Level of theory: ωB97M-V/def2-TZVPD

XYZ file:
```
102
Properties=species:S:1:pos:R:3:mulliken_charge:R:1
Bi 1.0773 -1.6741 -0.4747 0.8780
C -1.2187 -3.7852 -2.1989 -0.7598
C -1.9419 -2.6550 -1.8378 -0.3675
C -2.0425 -2.2770 -0.5059 0.5699
C -1.3988 -3.0176 0.4871 0.2930
C -0.6886 -4.1629 0.1098 -0.9155
C -0.5968 -4.5452 -1.2221 -0.7186
P -1.6756 -2.8649 2.3079 -0.3906
C -3.4759 -3.2686 2.2361 0.6095
C -4.4704 -2.3598 1.8709 0.1154
C -5.7767 -2.7860 1.6955 -0.8509
C -6.1094 -4.1225 1.8861 -0.5799
C -5.1323 -5.0266 2.2690 -0.5686
C -3.8214 -4.5993 2.4457 -0.5172
C -1.7586 -1.0886 2.8329 0.5850
C -2.6118 -0.9504 3.9410 -0.7041
C -2.8277 0.2632 4.5642 -1.0321
C -2.1796 1.3959 4.0940 -1.0000
C -1.2831 1.2671 3.0510 -0.1637
C -1.0265 0.0359 2.4196 1.4708
Si 0.4783 0.1555 1.3109 -1.9746
C 2.0561 0.1362 2.3602 0.3916
C 2.0235 0.3066 3.7413 -0.4649
C 3.1889 0.2652 4.4982 -1.0824
C 4.4079 0.0309 3.8845 -0.8043
C 4.4701 -0.1474 2.5089 -0.6540
C 3.3086 -0.0804 1.7512 0.5913
P 3.3149 -0.2409 -0.0619 -0.2306
C 3.4798 1.4420 -0.7186 0.8582
C 2.8727 1.7767 -1.9236 -0.0904
C 3.0574 3.0371 -2.4689 -0.5052
C 3.8626 3.9616 -1.8184 -0.6990
C 4.4666 3.6323 -0.6124 -0.8196
C 4.2706 2.3778 -0.0556 -0.2626
C 4.7941 -1.0882 -0.6790 1.3093
C 4.6519 -2.2241 -1.4712 -0.4719
C 5.7687 -2.8729 -1.9749 -0.7961
C 7.0365 -2.3934 -1.6825 -0.5614
C 7.1854 -1.2436 -0.9189 -0.9137
C 6.0705 -0.5829 -0.4306 -0.3125
C 0.4779 1.8739 0.4977 1.7449
C 1.2226 2.8928 1.1035 0.2620
C 1.1654 4.1977 0.6461 -0.9245
C 0.3485 4.5229 -0.4262 -1.1509
C -0.3922 3.5341 -1.0484 -0.4916
C -0.3280 2.2133 -0.6060 -0.4910
P -1.2625 0.8893 -1.4506 1.7828
C -1.1636 1.3420 -3.2187 0.3221
C -0.1916 0.7037 -3.9881 -0.4584
C -0.0469 0.9884 -5.3379 -0.7005
C -0.8940 1.9081 -5.9406 -0.6507
C -1.8680 2.5481 -5.1864 -0.7869
C -2.0040 2.2677 -3.8346 -0.2700
C -2.9912 1.2622 -0.9910 0.3356
C -3.2746 1.8522 0.2390 -0.5318
C -4.5866 1.9751 0.6764 -0.7201
C -5.6299 1.5090 -0.1087 -0.6597
C -5.3583 0.9196 -1.3370 -0.7838
C -4.0484 0.7889 -1.7716 -0.5845
H -1.1605 -4.0806 -3.2386 0.4634
H -2.4493 -2.0814 -2.5980 0.4572
H -2.6586 -1.4282 -0.2307 0.0166
H -0.2278 -4.7697 0.8772 0.6044
H -0.0474 -5.4388 -1.4888 0.4720
H -4.2333 -1.3101 1.7344 0.4118
H -6.5374 -2.0716 1.4063 0.4755
H -7.1296 -4.4541 1.7426 0.3978
H -5.3871 -6.0650 2.4364 0.4170
H -3.0601 -5.3064 2.7555 0.3926
H -3.1281 -1.8248 4.3176 0.5528
H -3.4995 0.3239 5.4105 0.4313
H -2.3512 2.3631 4.5486 0.4956
H -0.7517 2.1525 2.7202 0.4289
H 1.0723 0.4608 4.2376 0.5363
H 3.1389 0.3972 5.5713 0.4526
H 5.3138 -0.0231 4.4740 0.4222
H 5.4208 -0.3743 2.0454 0.4728
H 2.2430 1.0599 -2.4372 0.2275
H 2.5709 3.2966 -3.4006 0.4568
H 4.0183 4.9415 -2.2507 0.4328
H 5.0860 4.3556 -0.0980 0.4346
H 4.7164 2.1400 0.9030 0.4058
H 3.6682 -2.6152 -1.7002 0.2133
H 5.6463 -3.7539 -2.5903 0.4381
H 7.9101 -2.9103 -2.0569 0.3960
H 8.1731 -0.8545 -0.7100 0.4380
H 6.1996 0.3433 0.1147 0.3813
H 1.8597 2.6583 1.9493 0.4303
H 1.7558 4.9645 1.1318 0.4101
H 0.2927 5.5455 -0.7769 0.4276
H -1.0213 3.7858 -1.8928 0.4113
H 0.4551 -0.0362 -3.5267 0.3194
H 0.7143 0.4857 -5.9202 0.4752
H -0.8030 2.1160 -6.9986 0.4107
H -2.5259 3.2699 -5.6527 0.4498
H -2.7693 2.7742 -3.2580 0.4223
H -2.4690 2.2232 0.8581 0.2518
H -4.7908 2.4376 1.6339 0.4717
H -6.6528 1.6112 0.2298 0.4489
H -6.1679 0.5582 -1.9579 0.4361
H -3.8502 0.3296 -2.7311 0.4352
I 2.4357 -3.4111 1.2895 -0.2285
```

Its spin multiplicity is 1. The calculation puts the gap between HOMO and LUMO at 7.50 eV. As for the charge: +1. For the LUMO energy, the calculation gives -2.9329 eV. The value obtained for the HOMO energy is -10.4 eV.

no.,M (g/mol)
1,1010.04
2,1147.82